[1]
33
Properties=species:S:1:pos:R:3 method="wB97M-V/def2-TZVPD" homo_ev=-9.3093 orbital_gap_ev=10.13 relative_energy_ev=2.602 energy_ha=-744.7986 smiles=c1ccncc1.c1ccncc1.c1ccncc1
C 2.83046 0.90276 2.62577
C 3.38783 0.15942 1.58007
C 2.96603 0.55291 0.30916
N 2.15593 1.58620 0.02082
C 1.64201 2.22368 1.06881
C 1.89771 1.90442 2.38723
H 3.06329 0.73115 3.66632
H 4.10621 -0.62453 1.76914
H 3.33055 0.04116 -0.56927
H 1.01883 3.08995 0.90262
H 1.47516 2.50887 3.17621
C -3.06898 2.40551 -1.73452
C -1.72047 2.22823 -1.31634
C -0.91465 1.26563 -1.94839
N -1.42561 0.54644 -2.98562
C -2.72599 0.71043 -3.42462
C -3.58098 1.69366 -2.82217
H -3.72045 2.96501 -1.07958
H -1.26992 2.70236 -0.45691
H 0.08384 1.04313 -1.60211
H -3.13776 0.00252 -4.12868
H -4.60097 1.77260 -3.16825
C 0.76973 -3.29818 0.18344
C 0.52942 -1.90476 0.03770
C -0.56021 -1.27243 0.74326
N -1.40480 -2.09038 1.42474
C -1.21997 -3.46204 1.47704
C -0.10677 -4.08897 0.88983
H 1.61183 -3.69114 -0.36687
H 1.16017 -1.22533 -0.51631
H -0.77833 -0.21671 0.67783
H -1.89658 -4.03070 2.09770
H 0.10360 -5.13073 1.08185

[2]
36
Properties=species:S:1:pos:R:3 method="wB97M-V/def2-TZVPD" homo_ev=-8.4584 orbital_gap_ev=9.24 relative_energy_ev=2.826 energy_ha=-1293.5048 smiles="O=C(NN(C(=O)C1CC1)c1nc2ccccc2s1)C1CC1"
O 0.75916 0.06633 2.60056
C 1.25629 0.65548 1.67102
N 1.30429 0.09957 0.40017
N 0.38263 -0.89914 0.08169
C 0.47638 -2.19609 0.54928
O -0.42381 -2.97673 0.31210
C 1.70371 -2.53437 1.28938
C 2.09064 -3.99275 1.34104
C 1.52741 -3.34817 2.55308
C -0.72657 -0.47410 -0.61157
N -0.81589 0.73729 -1.04444
C -1.98864 0.91846 -1.72624
C -2.40657 2.10618 -2.31810
C -3.61854 2.12749 -2.97496
C -4.41589 0.98773 -3.05045
C -4.01582 -0.19931 -2.46811
C -2.80101 -0.23145 -1.80566
S -2.03388 -1.56848 -0.97769
C 1.92465 1.97318 1.80041
C 3.00785 2.43296 0.85860
C 1.65950 3.05968 0.78441
H 1.41870 0.73681 -0.38087
H 2.48628 -1.79050 1.27206
H 3.14343 -4.22723 1.30889
H 1.45844 -4.67532 0.79400
H 2.17562 -3.11241 3.38203
H 0.51373 -3.58868 2.83220
H -1.78261 2.98361 -2.25316
H -3.95695 3.04207 -3.43863
H -5.36060 1.03315 -3.57093
H -4.63021 -1.08424 -2.52309
H 1.99967 2.27391 2.83771
H 3.81510 3.00580 1.28897
H 3.32800 1.76599 0.07324
H 1.53648 4.06391 1.15964
H 1.00901 2.82934 -0.04657

[3]
40
Properties=species:S:1:pos:R:3 method="wB97M-V/def2-TZVPD" homo_ev=-21.1559 charge=+4 orbital_gap_ev=6.63 energy_ha=-1575.4531
Re 0.05082 -0.72056 -0.17835
O -0.00028 -4.86536 -0.71056
C -0.21878 -3.62896 -0.50725
O 0.65162 -2.77156 -0.25145
C -1.63898 -3.15946 -0.57525
C -2.76258 -3.95435 -0.78906
C -4.00918 -3.33676 -0.83956
C -4.09168 -1.94806 -0.75405
C -2.92038 -1.22615 -0.54355
N -1.72798 -1.83096 -0.41505
C -2.75348 0.25725 -0.46505
O -3.67968 1.11744 -0.64245
O -1.59178 0.65364 -0.22965
H 0.91782 -5.21536 -0.67775
H -2.66198 -5.02566 -0.90355
H -4.90728 -3.93016 -0.95365
H -5.05088 -1.46176 -0.85125
H -4.60908 0.85425 -0.80255
N 0.51152 -0.50905 2.07064
N 1.88992 -0.39545 2.39754
C 2.88092 -0.35975 1.51135
N 4.13812 -0.43075 1.82414
S 2.49762 -0.22075 -0.28935
H -0.00068 0.31365 2.43504
H 0.12302 -1.32746 2.56494
H 2.11722 -0.45325 3.39964
H 4.48242 -0.55315 2.77925
H 4.87822 -0.37675 1.12144
C 1.20332 0.98375 -0.27155
C 1.33732 2.33024 -0.47355
C 0.17072 3.18114 -0.57055
C 0.30542 4.51674 -0.83515
C 1.57752 5.09424 -0.98615
C 2.73472 4.29754 -0.88215
C 2.63142 2.96114 -0.62665
H -0.80168 2.73885 -0.42855
H -0.57738 5.13654 -0.91585
H 1.67112 6.15854 -1.17375
H 3.71042 4.75094 -1.00815
H 3.52262 2.35555 -0.55245

[4]
41
Properties=species:S:1:pos:R:3 method="wB97M-V/def2-TZVPD" homo_ev=-10.3500 charge=+1 orbital_gap_ev=5.93 relative_energy_ev=0.233 energy_ha=-4269.8823
Al 9.52129 10.03478 5.85083
N 13.42295 8.51472 7.37025
C 12.29735 9.10676 6.97103
S 11.85926 9.38919 5.27593
N 11.36575 9.14983 7.94383
N 10.19093 9.77284 7.67606
C 9.37168 10.06338 8.64300
C 8.10004 10.67972 8.34706
C 7.17759 11.29352 9.23699
C 6.01649 11.80433 8.72817
C 5.76162 11.73718 7.28603
C 6.75289 11.21307 6.49318
N 7.94355 10.78764 6.97864
H 14.25955 8.46231 6.76554
H 13.53708 8.33895 8.37271
H 9.65354 9.89229 9.69543
H 7.41700 11.11832 10.30806
H 5.32027 12.27852 9.40000
H 4.79690 12.19979 6.95061
H 6.69603 11.32425 5.43720
Se 9.62130 12.12140 4.40638
C 10.29535 13.52430 5.53320
C 9.43256 14.45004 6.10041
C 9.91581 15.46301 6.85147
C 11.23201 15.48974 7.31621
C 12.14920 14.61027 6.73514
C 11.65272 13.59181 5.91276
H 8.42075 14.29106 5.81787
H 9.19019 16.19636 7.28312
H 11.50249 16.12820 8.11932
H 13.23594 14.61352 6.99873
H 12.33759 12.82718 5.50118
N 10.05387 6.90318 5.50797
C 8.83778 7.35612 5.23531
O 8.69459 8.68356 5.03518
C 7.66798 6.53706 4.94040
I 6.77874 5.94991 6.81103
H 10.88185 7.50592 5.44828
H 10.21836 5.99744 5.79429
H 7.91365 5.62033 4.36358
H 6.90422 7.08339 4.37709